[1]
Molecular formula: C4H10NO2
Method: DFT, ωB97M-V with the def2-TZVPD basis set

LUMO   -0.14851 Eh
SMILES string   [NH3+][C@H](C=O)CCO
Kohn-Sham gap   0.3757 Ha

```
! RIJCOSX wB97M-V def2-TZVPD def2/J DEFGRID3
* xyz 1 1
N 0.32 -0.78 -1.72
C 0.01 0.04 -0.52
C -0.17 1.50 -0.89
O -0.14 1.82 -2.05
C 0.79 -0.30 0.75
C -0.09 -0.26 2.03
O -0.74 -1.47 2.35
H 1.15 -1.36 -1.58
H -0.47 -1.37 -1.98
H 0.54 -0.18 -2.53
H -1.06 -0.11 -0.23
H -0.29 2.18 -0.03
H 1.76 0.16 0.91
H 0.89 -1.39 0.65
H -0.86 0.51 1.95
H 0.48 0.01 2.92
H -0.71 -2.19 1.70
*
```



[2]
Molecular formula: C35H34FIrN3OP2
Method: DFT, ωB97M-V with the def2-TZVPD basis set

LUMO (alpha / beta)   -0.28503 / -0.28437 Eh
Expectation value of S²   0.761
Kohn-Sham gap (alpha / beta)   0.2140 / 0.2172 Ha

```
! RIJCOSX wB97M-V def2-TZVPD def2/J DEFGRID3
* xyz 2 2
Ir 0.24 0.18 0.22
C -3.95 -1.21 -1.19
N -2.59 -0.90 -0.73
P -1.90 -1.66 0.63
C -3.17 -2.81 1.22
C -4.04 -2.42 2.24
C -5.01 -3.29 2.68
C -5.12 -4.56 2.12
C -4.25 -4.95 1.11
C -3.26 -4.09 0.67
C -0.61 -2.79 0.00
C -0.22 -2.85 -1.34
C 0.72 -3.78 -1.74
C 1.27 -4.66 -0.82
C 0.90 -4.59 0.52
C -0.02 -3.65 0.93
P -1.70 0.46 -1.27
C -2.01 0.47 -3.06
C -2.11 1.71 -3.70
C -2.45 1.77 -5.04
C -2.66 0.60 -5.75
C -2.50 -0.64 -5.14
C -2.16 -0.71 -3.80
C -2.56 1.97 -0.72
C -1.82 2.98 -0.10
C -2.43 4.16 0.30
C -3.79 4.32 0.10
C -4.53 3.33 -0.53
C -3.92 2.16 -0.96
H -4.06 -2.29 -1.32
H -4.13 -0.74 -2.15
H -4.71 -0.87 -0.48
H -3.94 -1.43 2.68
H -5.69 -2.99 3.47
H -5.87 -5.24 2.48
H -4.34 -5.93 0.67
H -2.57 -4.41 -0.10
H -0.65 -2.17 -2.06
H 1.01 -3.83 -2.78
H 1.99 -5.40 -1.14
H 1.35 -5.26 1.24
H -0.32 -3.59 1.98
H -1.97 2.62 -3.13
H -2.57 2.73 -5.52
H -2.96 0.64 -6.79
H -2.65 -1.55 -5.69
H -2.04 -1.68 -3.33
H -0.76 2.84 0.06
H -1.84 4.93 0.76
H -4.28 5.23 0.43
H -5.59 3.48 -0.70
H -4.51 1.42 -1.48
F -0.24 2.31 5.94
C -0.24 1.77 4.73
C -1.35 1.94 3.91
C -1.35 1.41 2.64
C -0.25 0.68 2.19
C 0.82 0.46 3.04
C 0.85 1.03 4.31
H -2.20 2.51 4.28
H -2.21 1.58 2.00
H 1.66 -0.16 2.73
H 1.70 0.91 4.96
N 1.75 2.10 -1.75
C 2.84 2.86 -1.91
C 3.32 3.14 -0.65
C 2.45 2.50 0.23
N 1.49 1.88 -0.45
H 1.17 1.69 -2.47
H 3.20 3.14 -2.88
H 4.19 3.73 -0.39
H 2.47 2.48 1.31
C 2.88 -1.44 0.44
O 1.85 -0.93 -0.34
H 3.53 -2.05 -0.20
H 2.52 -2.08 1.25
H 3.50 -0.65 0.88
*
```



Values for ΔE to the lowest compared entry with this formula, charge and spin, kcal/mol, ordered as above
57.4; 85.2
Values for F_max, eV/Å, ordered as above
2.55; 2.38
Values for electronic energy, eV, ordered as above
-9887.10030; -67481.31533